# 1
52
Properties=species:S:1:pos:R:3:forces:R:3 method="wB97M-V/def2-TZVPD" charge=+1 gap_ha="0.2298 / 0.2102" lumo_energy_ev="-2.250 / -5.410" multiplicity=6 s_squared=8.83
Pd -0.575 0.358 0.367 -0.5 -0.6 1.2
C -1.613 -2.514 1.185 -0.1 0.1 0.1
C -2.457 -1.401 1.836 0.0 -0.1 0.0
N -1.618 -0.286 2.277 0.0 0.3 -0.4
C -0.704 -0.572 3.389 0.1 0.0 0.0
C 0.620 0.168 3.218 -0.1 0.0 0.0
N 1.167 0.015 1.864 0.0 0.2 -0.3
C 1.836 -1.245 1.533 0.0 -0.1 0.0
C 0.875 -2.407 1.244 0.1 0.1 0.1
N -0.371 -2.022 0.544 -0.1 0.2 -0.3
H -1.357 -3.272 1.927 0.0 0.0 0.0
H -2.236 -3.007 0.439 0.0 0.0 0.0
H -3.165 -0.998 1.115 0.0 0.0 0.0
H -3.030 -1.832 2.663 0.0 0.0 0.0
H -2.165 0.553 2.438 -0.1 -0.1 0.1
H -1.149 -0.290 4.345 0.0 0.0 0.0
H -0.536 -1.647 3.426 0.0 0.0 0.0
H 0.452 1.235 3.373 0.0 0.0 0.0
H 1.326 -0.179 3.980 0.0 0.0 0.0
H 1.805 0.782 1.689 0.0 0.0 0.1
H 2.438 -1.055 0.644 0.0 0.0 0.0
H 2.519 -1.559 2.331 0.0 0.0 0.0
H 1.424 -3.140 0.650 0.0 0.0 0.0
H 0.612 -2.905 2.176 0.0 0.0 0.0
H -0.334 -2.366 -0.406 0.0 0.0 0.0
O -0.785 2.456 1.054 0.1 0.0 -0.3
N -1.194 3.150 0.023 -0.1 0.0 0.2
C -0.979 4.538 0.096 0.0 0.3 0.0
C -1.761 5.390 -0.583 0.0 -0.1 0.1
C -2.861 4.933 -1.397 -0.1 -0.1 0.0
C -3.125 3.581 -1.430 0.1 0.2 0.0
C -2.350 2.651 -0.752 -0.1 -0.2 -0.1
S -2.649 0.969 -0.777 0.3 0.0 0.0
H -0.165 4.829 0.741 0.0 -0.1 0.0
H -1.555 6.448 -0.498 0.0 0.0 0.0
H -3.462 5.634 -1.952 0.0 0.0 0.0
H -3.942 3.194 -2.023 0.0 0.0 0.0
C 0.905 0.883 -1.633 0.5 0.3 -0.6
C 1.531 -0.218 -2.210 -0.1 -0.1 0.2
C 0.820 -1.071 -3.104 0.0 0.0 0.0
C 1.415 -2.178 -3.648 0.1 -0.1 0.0
C 2.746 -2.489 -3.326 0.0 0.1 0.0
C 3.476 -1.661 -2.456 0.0 -0.1 0.0
C 2.884 -0.554 -1.909 0.0 0.0 0.0
C 3.364 -3.652 -3.883 0.0 0.0 0.0
N 3.857 -4.595 -4.318 0.0 0.0 0.0
H -0.041 1.214 -2.051 -0.1 0.0 0.2
H 1.483 1.584 -1.040 0.0 0.0 0.0
H -0.207 -0.825 -3.350 0.0 0.0 0.0
H 0.875 -2.820 -4.331 0.0 0.0 0.0
H 4.506 -1.905 -2.235 0.0 0.0 0.0
H 3.451 0.097 -1.254 0.0 0.0 0.0



# 2
15
Properties=species:S:1:pos:R:3:forces:R:3 method="wB97M-V/def2-TZVPD" gap_ha=0.3536 lumo_energy_ev=1.068 multiplicity=1 smiles="C=NSC(C)C"
C -2.752 0.101 0.013 -0.3 -0.5 -0.2
N -1.530 0.422 0.087 -0.4 0.6 0.5
S -0.370 -0.760 -0.106 0.8 0.1 0.3
C 1.155 0.165 0.446 -0.3 -0.6 -2.0
C 1.165 1.550 -0.182 0.3 -0.7 -1.3
C 2.288 -0.748 -0.050 -2.1 -0.2 -1.3
H -3.045 -0.952 -0.203 -0.2 0.7 0.2
H -3.532 0.870 0.173 0.5 -0.5 -0.2
H 1.155 0.242 1.486 -0.2 0.1 1.8
H 2.169 1.977 0.008 -0.8 0.3 0.0
H 0.311 2.079 0.228 0.3 0.6 0.0
H 1.001 1.480 -1.309 0.3 0.1 1.4
H 3.235 -0.252 -0.083 0.5 0.2 0.0
H 1.879 -0.972 -1.082 1.4 -0.1 0.7
H 2.330 -1.681 0.509 0.1 0.0 0.0



# 3
18
Properties=species:S:1:pos:R:3:forces:R:3 method="wB97M-V/def2-TZVPD" charge=-1 gap_ha=0.2414 lumo_energy_ev=3.975 multiplicity=1 smiles=C[C@@H](CN)NC[O-]
C 1.826 0.458 0.201 -0.5 0.5 1.4
C 0.421 -0.174 0.164 0.2 1.5 0.2
C -0.597 0.987 0.163 -1.7 -1.2 -0.1
N -0.829 1.678 1.418 0.6 0.9 -0.2
N 0.281 -0.980 -1.032 0.3 -0.5 0.2
C -1.107 -1.584 -1.234 0.3 0.2 -0.7
O -1.579 -2.263 -0.222 -0.2 -0.1 0.3
H 2.618 -0.287 0.240 0.2 0.0 -0.9
H 1.845 1.261 -0.536 0.7 -0.5 -0.6
H 2.004 1.005 1.152 -0.4 -0.2 -0.1
H 0.273 -0.707 1.117 -0.2 -0.2 -0.2
H -1.570 0.531 -0.052 0.2 -0.1 -0.1
H -0.506 1.711 -0.646 0.7 0.0 -0.1
H 0.052 1.962 1.816 0.1 0.1 0.4
H -1.311 1.102 2.075 -0.1 -0.5 0.3
H 0.822 -1.827 -0.822 0.0 0.3 -0.3
H -0.920 -2.147 -2.196 -0.1 -0.2 0.2
H -1.725 -0.722 -1.607 0.0 0.1 0.2



# 4
17
Properties=species:S:1:pos:R:3:forces:R:3 method="wB97M-V/def2-TZVPD" charge=+1 gap_ha=0.3584 lumo_energy_ev=-4.371 multiplicity=1
C 0.073 -1.127 0.878 -1.0 1.3 -3.2
C -0.867 1.351 0.019 -1.4 1.4 2.3
C 0.809 0.470 -1.617 1.2 0.8 -1.3
C -0.476 0.325 -0.934 -0.2 -1.4 0.6
N -0.765 -1.664 1.699 1.9 -0.7 1.3
N 1.365 -1.288 1.061 1.8 2.6 -2.0
H -0.996 2.329 -0.493 -0.1 -0.5 0.0
H -0.087 1.550 0.795 -0.6 -0.2 -0.7
H -1.863 1.127 0.577 1.7 0.4 -1.1
H 1.186 -0.453 -2.199 -0.4 1.5 1.3
H 1.512 1.036 -0.941 -0.1 -1.1 -0.7
H 0.654 1.277 -2.427 -0.1 -1.2 0.9
H -1.310 -0.040 -1.576 0.7 -0.5 0.9
H -1.700 -1.731 1.924 -2.7 0.8 -1.3
H -0.343 -2.093 2.479 1.1 -0.9 1.3
H 1.978 -0.617 0.470 -1.4 -1.9 1.2
H 1.822 -1.522 1.926 -0.2 -0.4 0.4



# 5
42
Properties=species:S:1:pos:R:3:forces:R:3 method="wB97M-V/def2-TZVPD" charge=+1 gap_ha="0.2411 / 0.2412" lumo_energy_ev="-4.506 / -4.505" multiplicity=1
Pd -0.249 1.300 -0.948 0.3 -0.1 -0.1
C 3.149 -2.410 1.578 0.0 0.0 0.1
N 2.626 -1.861 0.331 0.1 0.0 -0.1
C 3.147 -2.451 -0.900 0.0 0.1 0.0
C 1.796 -0.816 0.261 -0.1 0.2 0.0
O 1.462 -0.292 -0.805 -0.1 -0.3 -0.1
C 1.244 -0.209 1.554 0.0 0.0 0.0
O -0.089 0.244 1.367 0.0 0.1 0.0
C -1.086 -0.738 1.613 0.0 0.0 0.0
C -1.873 -1.044 0.342 0.0 0.1 0.0
O -1.883 -0.212 -0.568 -0.1 -0.4 -0.1
N -2.547 -2.198 0.276 -0.1 0.0 -0.1
C -3.327 -2.509 -0.919 0.0 0.0 0.0
C -2.802 -3.058 1.421 0.0 0.0 0.2
H 4.118 -2.857 1.370 0.0 0.0 0.0
H 3.299 -1.637 2.328 0.0 0.0 0.0
H 2.499 -3.192 1.979 0.0 0.0 0.0
H 4.185 -2.154 -1.054 0.0 0.0 0.0
H 3.095 -3.537 -0.829 0.0 0.0 0.0
H 2.553 -2.108 -1.739 0.0 0.0 0.0
H 1.295 -0.891 2.402 0.0 0.0 0.0
H 1.837 0.679 1.779 0.0 0.0 0.0
H -0.635 -1.641 2.025 0.0 0.0 0.0
H -1.776 -0.328 2.356 0.0 -0.1 0.0
H -3.077 -1.810 -1.708 0.0 0.0 0.0
H -3.092 -3.522 -1.247 0.0 0.0 0.0
H -4.396 -2.446 -0.708 0.0 0.0 0.0
H -1.948 -3.122 2.092 0.0 0.0 -0.1
H -3.664 -2.703 1.992 0.0 0.0 0.0
H -3.021 -4.061 1.064 0.0 0.0 0.0
Se -0.007 1.654 -3.266 -0.2 0.5 1.0
C -0.041 3.172 -2.087 0.1 -0.2 -1.1
C 1.163 3.805 -1.717 0.1 0.1 0.2
C 1.124 4.969 -0.978 0.1 -0.1 0.0
C -0.101 5.516 -0.599 -0.1 -0.1 -0.1
C -1.292 4.888 -0.936 0.0 0.1 0.2
C -1.277 3.727 -1.694 0.0 -0.2 0.1
H 2.104 3.372 -2.028 0.0 0.0 -0.1
H 2.049 5.457 -0.701 0.0 0.0 0.0
H -0.124 6.446 -0.046 0.0 0.0 0.0
H -2.239 5.315 -0.634 0.0 0.0 0.0
H -2.199 3.264 -2.017 0.0 0.0 -0.1



# 6
11
Properties=species:S:1:pos:R:3:forces:R:3 method="wB97M-V/def2-TZVPD" charge=+1 gap_ha=0.1518 lumo_energy_ev=-8.825 multiplicity=1
C -1.892 0.232 -0.473 -1.3 -0.3 -0.5
C -0.631 0.182 -0.833 -0.8 1.9 0.4
N 3.177 0.137 0.388 0.0 0.0 0.0
N -2.283 -0.703 0.451 1.0 -0.3 0.0
H -2.679 0.841 -0.938 0.4 0.3 0.1
H -0.311 0.347 -1.860 1.0 -1.3 -0.1
H 2.172 0.243 0.362 0.0 0.1 0.1
H 3.584 1.028 0.130 0.0 0.0 0.0
H 3.430 -0.029 1.355 0.0 -0.1 0.0
H -1.690 -0.809 1.266 0.3 -0.6 -0.3
H -2.877 -1.470 0.153 -0.5 0.2 0.4